# 1
The following is a quantum chemistry calculation of an isolated molecule of C22H20Cl2N4O3S2 in a non-equilibrium geometry, from the OMol25 dataset.

Values from the calculation:
E_HOMO ... -8.07 eV
SMILES ... Cc1onc(-c2c(Cl)cccc2Cl)c1C(=O)NC(=S)Nc1sc2c(c1C(N)=O)CC[C@H](C)C2
Maximum force ... 1.38 eV/A
LUMO energy ... 0.119 eV

The geometry in ORCA input format:
```
! RIJCOSX wB97M-V def2-TZVPD def2/J DEFGRID3
* xyz 0 1
C -3.31 -4.06 -1.44
C -3.73 -2.75 -0.91
C -2.99 -1.66 -0.47
C -4.00 -0.71 -0.10
N -5.19 -1.21 -0.32
O -5.02 -2.45 -0.83
C -3.81 0.62 0.49
C -3.17 0.76 1.73
C -2.96 2.01 2.28
C -3.39 3.14 1.60
C -4.02 3.03 0.38
C -4.24 1.77 -0.17
Cl -5.00 1.63 -1.70
H -4.36 3.90 -0.15
H -3.21 4.11 2.03
H -2.46 2.09 3.24
Cl -2.64 -0.65 2.57
C -1.54 -1.56 -0.38
O -0.80 -2.54 -0.34
N -1.07 -0.28 -0.34
C 0.22 0.16 -0.09
N 1.17 -0.78 -0.06
C 2.53 -0.53 0.07
C 3.28 0.40 -0.59
C 4.64 0.38 -0.18
C 4.89 -0.57 0.77
S 3.46 -1.44 1.22
C 6.22 -0.86 1.38
H 6.29 -0.38 2.36
C 7.34 -0.34 0.46
C 7.52 -1.25 -0.75
H 8.24 -0.83 -1.44
H 7.88 -2.23 -0.43
H 6.58 -1.39 -1.27
C 7.02 1.10 0.06
C 5.74 1.21 -0.77
H 5.93 0.85 -1.79
H 5.44 2.25 -0.85
H 6.90 1.70 0.97
H 7.86 1.52 -0.51
H 8.28 -0.34 1.03
H 6.33 -1.94 1.54
C 2.72 1.22 -1.70
O 2.12 0.73 -2.63
N 2.99 2.55 -1.62
H 3.20 2.95 -0.72
H 2.52 3.15 -2.28
H 0.84 -1.75 -0.13
S 0.42 1.77 0.22
H -1.75 0.48 -0.38
H -3.54 -4.12 -2.50
H -3.85 -4.85 -0.93
H -2.24 -4.18 -1.29
*
```

Here are the Mulliken charges for atoms 1 to 5, given in e: C -1.33; C -0.15; C 1.52; C -0.73; N -0.66

=====

# 2
The following is a quantum chemistry calculation of a cluster of 2 separate species, C22H20ClN2O in total in a non-equilibrium geometry, from the OMol25 dataset.

Values from the calculation:
E_HOMO ... -12.11 eV
Maximum force ... 5.69 eV/A
LUMO energy ... -4.836 eV

The geometry in ORCA input format:
```
! RIJCOSX wB97M-V def2-TZVPD def2/J DEFGRID3
* xyz 1 1
Cl 5.59 0.29 3.56
C 3.97 0.28 2.98
C 3.29 1.49 2.80
C 1.95 1.48 2.42
C 1.25 0.28 2.24
C -0.20 0.27 2.02
C -0.99 -1.01 1.99
C -2.46 -0.58 2.41
C -2.30 0.87 2.83
C -1.02 1.32 2.61
C 1.99 -0.93 2.32
C 3.33 -0.92 2.71
H 3.80 2.43 3.02
H 1.46 2.44 2.24
H -1.02 -1.44 0.98
H -0.60 -1.78 2.66
H -3.07 -0.60 1.49
H -2.91 -1.29 3.14
H -3.13 1.47 3.25
H -0.66 2.32 2.88
H 1.51 -1.88 2.08
H 3.85 -1.86 2.88
O -2.55 0.76 -0.44
C -1.47 0.26 -0.83
C -1.47 -0.55 -2.11
C -0.74 -0.10 -3.22
C -1.12 -0.54 -4.49
C -2.09 -1.54 -4.65
C -2.74 -2.05 -3.52
C -2.47 -1.52 -2.26
C 0.38 0.90 -3.05
C 1.51 0.42 -2.10
C 1.03 -0.14 -0.75
C -0.16 0.55 -0.14
N -0.04 1.94 -0.06
N 0.12 3.03 0.25
H -0.64 -0.07 -5.36
H -2.35 -1.89 -5.66
H -3.49 -2.82 -3.63
H -3.02 -1.82 -1.37
H 0.81 1.17 -4.03
H -0.07 1.82 -2.63
H 2.08 -0.38 -2.60
H 2.20 1.26 -1.96
H 0.78 -1.21 -0.87
H 1.86 -0.13 -0.02
*
```

Here are the Mulliken charges for atoms 1 to 5, given in e: Cl -0.16; C 0.49; C -1.16; C -0.27; C 0.09

=====

# 3
The following is a quantum chemistry calculation of a structure of composition C22H20FN2O4Pt, from the OMol25 dataset.

Values from the calculation:
E_HOMO (alpha / beta) ... -11.31 / -11.30 eV
Maximum force ... 0.54 eV/A
⟨S²⟩ ... 2.0048
LUMO energy (alpha / beta) ... -2.767 / -4.491 eV

The geometry in ORCA input format:
```
! RIJCOSX wB97M-V def2-TZVPD def2/J DEFGRID3
* xyz 1 3
Pt 1.11 2.02 1.15
C 2.54 -5.36 -0.35
C 2.57 -4.33 -1.47
C 1.91 -4.79 -2.75
C 0.43 -5.04 -2.54
C -0.23 -3.83 -1.92
C -1.58 -3.60 -2.06
C -2.17 -2.48 -1.49
F -3.48 -2.31 -1.66
C -1.45 -1.56 -0.78
C -0.07 -1.76 -0.63
C 0.72 -0.78 0.10
O 0.09 0.22 0.58
C 2.10 -1.04 0.24
C 2.61 -2.19 -0.32
N 1.90 -3.08 -1.00
C 0.53 -2.90 -1.18
C 3.11 -0.23 1.02
O 4.20 -0.71 1.23
O 2.76 0.93 1.51
H 3.02 -6.28 -0.68
H 1.52 -5.59 -0.04
H 3.09 -5.00 0.53
H 3.60 -4.03 -1.68
H 2.41 -5.70 -3.09
H 2.06 -4.03 -3.53
H 0.27 -5.91 -1.90
H -0.06 -5.26 -3.49
H -2.20 -4.29 -2.63
H -1.92 -0.69 -0.35
H 3.66 -2.40 -0.19
N -0.34 3.49 0.88
C -1.13 4.30 0.71
C -2.11 5.32 0.49
C -2.14 5.97 -0.74
C -3.09 6.95 -0.95
C -3.99 7.28 0.06
C -3.95 6.62 1.28
C -3.01 5.64 1.51
H -1.44 5.70 -1.52
H -3.13 7.46 -1.90
H -4.73 8.05 -0.12
H -4.65 6.88 2.06
H -2.96 5.12 2.46
C 0.37 2.45 4.38
O 0.85 1.57 3.35
H 1.17 3.07 4.77
H -0.08 1.86 5.18
H -0.39 3.08 3.93
H 1.71 1.18 3.57
*
```

Here are the Mulliken charges for atoms 1 to 5, given in e: Pt 1.10; C -1.33; C -0.23; C -1.07; C -1.05

=====

# 4
The following is a quantum chemistry calculation of a structure of composition C22H20FN2O4Pt, from the OMol25 dataset.

Values from the calculation:
E_HOMO (alpha / beta) ... -11.39 / -11.39 eV
Maximum force ... 0.61 eV/A
⟨S²⟩ ... 2.0050
LUMO energy (alpha / beta) ... -2.798 / -4.471 eV

The geometry in ORCA input format:
```
! RIJCOSX wB97M-V def2-TZVPD def2/J DEFGRID3
* xyz 1 3
Pt 0.08 -0.03 -0.10
C 0.48 -4.77 5.87
C -0.70 -3.80 5.85
C -2.03 -4.42 6.23
C -2.43 -5.48 5.22
C -2.40 -4.91 3.82
C -3.15 -5.47 2.81
C -3.14 -4.91 1.53
F -3.88 -5.50 0.59
C -2.41 -3.80 1.23
C -1.64 -3.21 2.24
C -0.85 -2.02 1.95
O -0.97 -1.54 0.77
C -0.05 -1.50 2.98
C -0.09 -2.12 4.21
N -0.82 -3.18 4.50
C -1.62 -3.77 3.53
C 0.86 -0.31 2.90
O 1.41 0.07 3.91
O 1.07 0.26 1.74
H 0.56 -5.23 6.85
H 1.41 -4.24 5.66
H 0.35 -5.56 5.12
H -0.49 -2.97 6.53
H -2.79 -3.64 6.27
H -1.95 -4.85 7.23
H -3.43 -5.86 5.43
H -1.75 -6.34 5.27
H -3.77 -6.34 3.00
H -2.43 -3.37 0.24
H 0.52 -1.70 5.00
N 0.81 1.48 -1.20
C 1.34 2.45 -1.52
C 2.01 3.63 -1.94
C 3.33 3.54 -2.39
C 3.98 4.69 -2.79
C 3.32 5.91 -2.76
C 2.00 6.00 -2.30
C 1.34 4.86 -1.89
H 3.83 2.59 -2.41
H 5.00 4.64 -3.14
H 3.82 6.81 -3.09
H 1.50 6.96 -2.27
H 0.32 4.91 -1.53
C 2.75 -1.77 -1.39
O 1.69 -1.61 -0.44
H 2.89 -2.82 -1.60
H 3.67 -1.32 -1.03
H 2.44 -1.26 -2.30
H 2.02 -1.75 0.46
*
```

Here are the Mulliken charges for atoms 1 to 5, given in e: Pt 0.89; C -1.33; C -0.26; C -1.07; C -1.06

=====

# 5
The following is a quantum chemistry calculation of a structure of composition C22H20N2O3PPd in a non-equilibrium geometry, from the OMol25 dataset.

Values from the calculation:
E_HOMO ... -3.73 eV
Maximum force ... 1.25 eV/A
LUMO energy ... 2.649 eV

The geometry in ORCA input format:
```
! RIJCOSX wB97M-V def2-TZVPD def2/J DEFGRID3
* xyz -1 1
Pd 1.18 1.00 -0.71
N 2.86 1.94 -1.42
C 2.99 1.73 -2.89
C 1.66 2.21 -3.54
O 1.75 3.14 -4.36
N 0.63 1.60 -3.01
C -0.64 2.27 -3.00
C -0.86 3.00 -1.65
O -1.88 3.68 -1.51
O 0.06 2.85 -0.76
H 2.64 2.92 -1.25
H 3.72 1.72 -0.94
H 3.16 0.67 -3.06
H 3.82 2.32 -3.28
H -1.46 1.54 -3.08
H -0.77 3.01 -3.79
C -3.47 -3.45 -1.10
C -3.55 -2.97 0.19
C -2.65 -2.02 0.65
C -1.65 -1.55 -0.20
C -1.58 -2.02 -1.50
C -2.48 -2.97 -1.95
P -0.38 -0.37 0.36
C -0.97 0.37 1.91
C -2.05 1.25 1.84
C -2.47 1.94 2.96
C -1.81 1.76 4.17
C -0.72 0.90 4.25
C -0.30 0.21 3.12
C 1.12 -1.30 0.75
C 1.42 -2.42 1.51
C 2.76 -2.78 1.66
C 3.74 -2.01 1.03
C 3.42 -0.91 0.25
C 2.08 -0.53 0.08
H -4.18 -4.18 -1.46
H -4.33 -3.34 0.86
H -2.72 -1.65 1.67
H -0.81 -1.64 -2.17
H -2.41 -3.33 -2.97
H -2.53 1.44 0.89
H -3.29 2.64 2.89
H -2.12 2.32 5.05
H -0.19 0.78 5.19
H 0.56 -0.45 3.18
H 0.63 -2.99 1.99
H 3.03 -3.64 2.25
H 4.78 -2.29 1.15
H 4.22 -0.38 -0.26
*
```

Here are the Mulliken charges for atoms 1 to 5, given in e: Pd -0.26; N -0.48; C -0.43; C 0.39; O -0.79

=====

# 6
The following is a quantum chemistry calculation of an isolated molecule of C22H20N2O3S in a non-equilibrium geometry, from the OMol25 dataset.

Values from the calculation:
E_HOMO ... -7.76 eV
SMILES ... Cc1cc2cc3c(cc2nc1SCC(=O)N1c2ccccc2C[C@@H]1C)OCO3
Maximum force ... 1.31 eV/A
LUMO energy ... 0.467 eV

The geometry in ORCA input format:
```
! RIJCOSX wB97M-V def2-TZVPD def2/J DEFGRID3
* xyz 0 1
C 1.28 3.56 2.32
C 0.39 2.45 1.88
C -0.74 2.64 1.12
C -1.54 1.55 0.72
C -2.65 1.69 -0.14
C -3.34 0.56 -0.46
C -2.99 -0.71 0.05
C -1.94 -0.89 0.89
C -1.17 0.26 1.20
N -0.06 0.09 1.92
C 0.70 1.11 2.21
S 2.25 0.72 2.95
C 2.42 -1.06 2.55
H 3.47 -1.19 2.32
C 1.54 -1.64 1.45
O 0.89 -2.63 1.69
N 1.66 -1.13 0.19
C 0.73 -1.40 -0.82
C -0.09 -2.50 -0.99
C -0.98 -2.49 -2.05
C -1.04 -1.42 -2.93
C -0.19 -0.33 -2.77
C 0.70 -0.33 -1.72
C 1.70 0.71 -1.31
H 1.20 1.58 -0.89
H 2.32 1.04 -2.14
C 2.53 -0.04 -0.25
C 3.80 -0.64 -0.86
H 4.32 -1.26 -0.14
H 4.47 0.15 -1.19
H 3.54 -1.26 -1.72
H 2.80 0.61 0.58
H -0.23 0.50 -3.46
H -1.74 -1.44 -3.75
H -1.63 -3.34 -2.20
H -0.05 -3.32 -0.30
H 2.18 -1.61 3.46
H -1.65 -1.85 1.29
O -3.87 -1.63 -0.44
C -4.74 -0.94 -1.30
O -4.42 0.43 -1.28
H -4.63 -1.33 -2.32
H -5.78 -1.08 -0.96
H -2.93 2.66 -0.52
H -1.01 3.63 0.80
H 1.31 3.61 3.41
H 0.92 4.52 1.94
H 2.30 3.39 1.98
*
```

Here are the Mulliken charges for atoms 1 to 5, given in e: C -1.80; C 0.45; C -0.85; C 0.90; C -1.70

=====

# 7
The following is a quantum chemistry calculation of an isolated molecule of C22H20N2O4 in a non-equilibrium geometry, from the OMol25 dataset.

Values from the calculation:
E_HOMO ... -8.11 eV
SMILES ... C[C@@H](Oc1ccc(/C=N/NC(=O)Cc2cccc3ccccc23)cc1)C(=O)O
Maximum force ... 1.26 eV/A
LUMO energy ... 0.385 eV

The geometry in ORCA input format:
```
! RIJCOSX wB97M-V def2-TZVPD def2/J DEFGRID3
* xyz 0 1
C -0.89 0.74 -5.77
H -1.90 0.94 -6.11
H -0.63 -0.28 -6.04
H -0.20 1.43 -6.24
C -0.83 0.90 -4.25
C 0.62 0.68 -3.81
O 1.46 1.53 -3.83
O 0.86 -0.58 -3.43
H 1.78 -0.68 -3.15
O -1.73 -0.03 -3.69
C -1.84 -0.12 -2.34
C -1.16 0.67 -1.42
C -1.33 0.47 -0.07
C -2.18 -0.52 0.41
C -2.89 -1.29 -0.51
C -2.72 -1.10 -1.87
H -3.25 -1.70 -2.59
H -3.56 -2.06 -0.17
C -2.31 -0.76 1.83
N -1.51 -0.20 2.65
N -1.61 -0.44 3.97
C -0.65 -0.03 4.84
O -0.75 -0.26 6.03
C 0.51 0.70 4.19
C 1.16 -0.17 3.14
C 1.34 -1.50 3.42
C 1.88 -2.38 2.47
C 2.25 -1.92 1.24
C 2.12 -0.56 0.92
C 2.53 -0.07 -0.33
C 2.44 1.26 -0.64
C 1.94 2.16 0.31
C 1.53 1.71 1.54
C 1.59 0.35 1.89
H 1.17 2.43 2.26
H 1.88 3.21 0.07
H 2.75 1.63 -1.61
H 2.94 -0.78 -1.04
H 2.65 -2.60 0.50
H 1.99 -3.43 2.73
H 1.04 -1.89 4.38
H 0.10 1.61 3.74
H 1.22 0.97 4.97
H -2.37 -1.01 4.33
H -3.09 -1.46 2.16
H -0.79 1.08 0.64
H -0.48 1.45 -1.75
H -1.11 1.93 -3.97
*
```

Here are the Mulliken charges for atoms 1 to 5, given in e: C -1.66; H 0.40; H 0.38; H 0.43; C 0.64

=====

# 8
The following is a quantum chemistry calculation of an isolated molecule of C22H20N2O4S, from the OMol25 dataset.

Values from the calculation:
E_HOMO ... -8.27 eV
SMILES ... COc1ccc(CNC(=O)CN2c3ccccc3S(=O)(=O)c3ccccc32)cc1
Maximum force ... 0.81 eV/A
LUMO energy ... 0.279 eV

The geometry in ORCA input format:
```
! RIJCOSX wB97M-V def2-TZVPD def2/J DEFGRID3
* xyz 0 1
C 2.60 -3.69 5.73
H 3.22 -4.46 5.26
H 2.88 -3.60 6.78
H 1.54 -3.99 5.67
O 2.81 -2.42 5.16
C 2.53 -2.25 3.84
C 2.76 -0.97 3.33
C 2.51 -0.69 2.00
C 2.03 -1.69 1.15
C 1.80 -2.95 1.66
C 2.05 -3.24 2.99
H 1.86 -4.24 3.35
H 1.41 -3.72 1.01
C 1.71 -1.37 -0.29
N 0.42 -0.70 -0.39
C -0.71 -1.38 -0.55
O -0.79 -2.59 -0.66
C -1.98 -0.50 -0.57
N -1.73 0.73 -1.28
C -2.20 1.93 -0.78
C -1.49 3.12 -0.98
C -1.97 4.34 -0.56
C -3.18 4.41 0.11
C -3.88 3.24 0.36
C -3.41 2.01 -0.08
H -3.99 1.12 0.10
H -4.82 3.28 0.89
H -3.56 5.36 0.46
H -1.37 5.22 -0.75
S 0.12 2.89 -1.68
O 0.66 4.10 -2.22
O 0.90 2.18 -0.69
C -0.26 1.70 -2.94
C 0.32 1.70 -4.19
C 0.11 0.64 -5.05
C -0.67 -0.43 -4.62
C -1.27 -0.42 -3.38
C -1.09 0.66 -2.52
H -1.88 -1.26 -3.08
H -0.83 -1.27 -5.28
H 0.56 0.62 -6.03
H 0.95 2.54 -4.46
H -2.23 -0.26 0.47
H -2.80 -1.09 -1.00
H 0.44 0.31 -0.29
H 2.46 -0.70 -0.72
H 1.64 -2.29 -0.87
H 2.68 0.30 1.62
H 3.13 -0.21 4.00
*
```

Here are the Mulliken charges for atoms 1 to 5, given in e: C -0.84; H 0.34; H 0.24; H 0.34; O -0.45

=====

# 9
The following is a quantum chemistry calculation of an isolated molecule of C22H20N4O2 in a non-equilibrium geometry, from the OMol25 dataset.

Values from the calculation:
E_HOMO ... -8.02 eV
SMILES ... COc1ccc(/C=C/[C@H](c2ccc(OC)cc2)n2cnc3cncnc32)cc1
Maximum force ... 2.79 eV/A
LUMO energy ... 0.422 eV

The geometry in ORCA input format:
```
! RIJCOSX wB97M-V def2-TZVPD def2/J DEFGRID3
* xyz 0 1
C -6.23 2.52 2.61
O -6.08 1.08 2.71
C -4.89 0.46 2.93
C -4.97 -0.95 3.10
C -3.83 -1.68 3.36
C -2.56 -1.07 3.47
C -1.27 -1.91 3.74
C 0.03 -1.24 3.37
C 1.30 -1.71 3.30
C 2.52 -0.94 3.05
C 3.77 -1.62 2.89
C 4.96 -0.96 2.67
C 5.00 0.45 2.59
O 6.22 1.04 2.56
C 6.32 2.48 2.60
C 3.77 1.16 2.65
C 2.58 0.48 2.93
C -2.51 0.31 3.33
C -3.62 1.07 2.97
H -7.31 2.63 2.52
H -5.89 3.03 3.52
H -5.73 2.90 1.72
H -5.95 -1.43 3.01
H -3.92 -2.76 3.55
H -1.39 -2.74 3.01
H -0.13 -0.24 2.97
H 1.48 -2.79 3.41
H 3.76 -2.71 2.94
H 5.90 -1.50 2.55
H 7.39 2.68 2.58
H 5.83 2.93 1.72
H 5.88 2.90 3.52
H 3.76 2.25 2.51
H 1.68 1.08 3.02
H -1.58 0.82 3.56
H -3.48 2.13 2.76
C -1.89 -2.46 8.60
N -1.85 -1.14 8.87
C -1.71 -0.25 7.88
N -1.60 -0.55 6.54
C -1.56 -1.83 6.27
C -1.75 -2.86 7.27
N -1.73 -4.09 6.66
C -1.53 -3.86 5.34
N -1.33 -2.52 5.07
H -2.01 -3.21 9.40
H -1.67 0.80 8.17
H -1.53 -4.60 4.54
*
```

Here are the Mulliken charges for atoms 1 to 5, given in e: C -0.79; O -0.44; C 0.78; C -0.83; C -0.29

=====

# 10
The following is a quantum chemistry calculation of an isolated molecule of C22H20N4O5, from the OMol25 dataset.

Values from the calculation:
E_HOMO ... -8.10 eV
SMILES ... COc1ccc(-c2nn(CCC#N)cc2C(=O)Nc2cccc(C(=O)O)c2)cc1OC
Maximum force ... 0.85 eV/A
LUMO energy ... 0.034 eV

The geometry in ORCA input format:
```
! RIJCOSX wB97M-V def2-TZVPD def2/J DEFGRID3
* xyz 0 1
C 5.03 -1.88 -0.60
H 5.43 -0.92 -0.28
H 5.83 -2.45 -1.08
H 4.67 -2.43 0.27
O 4.04 -1.74 -1.59
C 2.94 -0.96 -1.38
C 2.18 -0.74 -2.53
C 1.01 -0.02 -2.51
C 0.57 0.53 -1.31
C 1.34 0.35 -0.16
C 2.51 -0.39 -0.17
O 3.25 -0.63 0.96
C 2.82 -0.05 2.17
H 3.56 -0.37 2.92
H 1.83 -0.42 2.47
H 2.80 1.04 2.12
H 0.98 0.80 0.75
C -0.70 1.23 -1.20
N -0.89 2.25 -0.39
N -2.16 2.61 -0.52
C -2.81 1.84 -1.41
C -1.91 0.91 -1.88
C -2.17 -0.19 -2.81
O -2.68 -0.06 -3.91
N -1.79 -1.44 -2.38
C -1.25 -1.80 -1.15
C -1.72 -1.24 0.03
C -1.10 -1.54 1.24
C -0.07 -2.46 1.30
C 0.34 -3.08 0.13
C -0.23 -2.76 -1.08
H 0.11 -3.22 -1.99
H 1.13 -3.82 0.16
H 0.40 -2.70 2.24
C -1.57 -0.81 2.44
O -2.40 0.07 2.43
O -0.95 -1.18 3.57
H -1.30 -0.67 4.32
H -2.55 -0.55 0.03
H -1.78 -2.15 -3.11
H -3.85 1.98 -1.63
C -2.70 3.65 0.32
H -3.77 3.73 0.13
H -2.22 4.60 0.08
C -2.44 3.30 1.80
C -3.04 4.25 2.68
N -3.53 5.02 3.37
H -1.36 3.28 1.97
H -2.83 2.30 2.02
H 0.44 0.13 -3.41
H 2.55 -1.18 -3.45
*
```

Here are the Mulliken charges for atoms 1 to 5, given in e: C -0.75; H 0.28; H 0.31; H 0.23; O -0.48

=====

We obtain energy above the lowest of the compared OMol25 structures with the same formula, charge and spin values of 3.6, 3.8, 0.0, 14.9, 77.5, 8.0, 115.9, 91.0, 233.8, 0.0 kJ/mol for the records listed above, in that order.